[1]
Below is 11 unconnected molecules or ions with the total composition C16H42BF4N18O8, with properties calculated with ωB97M-V/def2-TZVPD.

Calculated values
E_LUMO ... 2.09 eV
Charge ... -1

Positions of all 89 atoms, in Å:
B: 0.155 0.488 0.927
F: 0.582 1.587 0.162
F: -1.204 0.278 0.982
F: 0.871 -0.557 0.272
F: 0.735 0.626 2.211
C: -2.524 1.325 4.074
O: -2.736 1.498 5.278
N: -2.098 0.136 3.584
N: -2.749 2.259 3.123
H: -1.839 -0.574 4.245
H: -1.531 0.165 2.738
H: -2.626 2.202 2.133
H: -3.108 3.152 3.412
C: 2.879 2.521 -2.805
O: 3.021 1.373 -3.205
N: 3.439 3.605 -3.450
N: 1.938 2.907 -1.893
H: 3.238 4.483 -3.006
H: 4.121 3.494 -4.171
H: 1.386 2.210 -1.426
H: 2.031 3.740 -1.314
C: 1.011 -3.662 2.696
O: 1.214 -4.524 1.839
N: 1.415 -2.359 2.532
N: 0.395 -3.927 3.854
H: 1.418 -1.865 1.652
H: 1.455 -1.784 3.355
H: 0.225 -3.344 4.648
H: 0.274 -4.924 3.972
C: 3.666 -3.801 -1.163
O: 4.015 -3.521 -2.305
N: 4.540 -4.343 -0.241
N: 2.576 -3.299 -0.576
H: 5.538 -4.339 -0.299
H: 4.172 -4.628 0.651
H: 2.094 -3.630 0.242
H: 2.187 -2.526 -1.102
C: 2.645 4.171 0.970
O: 1.985 4.835 0.159
N: 2.298 3.034 1.594
N: 3.948 4.559 1.203
H: 2.867 2.529 2.242
H: 1.362 2.683 1.449
H: 4.491 3.885 1.709
H: 4.136 5.540 1.136
C: -3.513 -3.376 0.585
O: -3.080 -4.513 0.358
N: -4.748 -3.031 0.179
N: -2.847 -2.435 1.288
H: -5.131 -2.117 0.365
H: -5.235 -3.590 -0.494
H: -3.230 -1.505 1.342
H: -1.975 -2.607 1.749
C: 0.488 -1.902 -2.834
O: 1.561 -1.307 -2.834
N: -0.245 -2.326 -3.910
N: -0.230 -2.038 -1.692
H: 0.120 -2.039 -4.803
H: -1.176 -2.674 -3.814
H: -1.130 -2.457 -1.568
H: 0.280 -1.670 -0.896
C: 4.631 -0.238 -0.277
O: 4.295 -0.738 -1.339
N: 3.760 0.342 0.588
N: 5.945 -0.130 0.120
H: 4.065 0.530 1.525
H: 2.785 0.435 0.362
H: 6.061 0.551 0.846
H: 6.693 -0.543 -0.396
N: -1.375 1.395 -2.208
C: -2.356 1.173 -3.159
C: -3.020 2.369 -3.410
C: -2.444 3.337 -2.600
C: -1.523 2.699 -1.802
H: -0.826 0.679 -1.756
H: -2.587 0.249 -3.664
H: -3.765 2.500 -4.179
H: -2.692 4.378 -2.471
H: -1.028 3.028 -0.901
N: -4.558 0.890 -1.015
C: -5.765 0.224 -0.876
C: -6.003 0.106 0.475
C: -4.859 0.579 1.165
C: -4.041 1.153 0.206
H: -4.112 1.123 -1.905
H: -6.346 -0.123 -1.713
H: -6.954 -0.327 0.747
H: -4.673 0.559 2.227
H: -3.127 1.711 0.299

[2]
Below is 2 unconnected molecules or ions with the total composition C3H3IS, with properties calculated with ωB97M-V/def2-TZVPD.

Calculated values
E_LUMO (spin up / spin down) ... -3.10 / -3.05 eV
Charge ... 0
ΔE to the lowest compared entry with this formula, charge and spin ... 46.52 kcal/mol

Positions of all 8 atoms, in Å:
C: -1.916 1.074 -0.072
C: -0.853 0.538 -0.268
C: 0.248 -0.236 -0.337
S: 1.750 0.478 -0.637
I: 1.196 -1.459 2.911
H: -2.891 1.399 0.093
H: -0.052 -1.223 -0.657
H: 2.517 -0.571 -1.032

[3]
Below is 2 unconnected molecules or ions with the total composition CHClF2OS, with properties calculated with ωB97M-V/def2-TZVPD.

Calculated values
E_LUMO (spin up / spin down) ... -1.75 / -1.75 eV
Charge ... 0
ΔE to the lowest compared entry with this formula, charge and spin ... 19.36 kcal/mol
SMILES ... FC(F)Cl.O=S

Positions of all 7 atoms, in Å:
C: 0.264 1.357 -0.021
O: -0.204 -3.414 -0.660
F: 0.093 2.194 -1.004
F: 0.327 2.106 1.124
S: -0.617 -3.186 0.769
Cl: -0.994 0.189 0.052
H: 1.130 0.754 -0.260

[4]
Below is a gas-phase ion, C7H13N2 (charge +1), with properties calculated with ωB97M-V/def2-TZVPD.

Calculated values
E_LUMO ... -3.53 eV
Charge ... +1
ΔE to the lowest compared entry with this formula, charge and spin ... 169.24 kcal/mol

Positions of all 22 atoms, in Å:
C: -2.580 1.310 0.795
C: 0.266 0.263 0.615
C: -1.910 0.388 0.237
C: -3.401 0.059 0.405
C: -0.736 -1.048 -1.254
C: 2.071 0.496 -0.932
C: 2.484 -0.047 1.442
N: -0.697 -0.073 -0.170
N: 1.688 -0.278 0.286
H: -2.701 2.363 1.057
H: -3.803 -0.705 1.044
H: -4.047 0.359 -0.524
H: 0.316 -1.434 -1.399
H: -1.416 -1.857 -1.017
H: -1.401 -0.501 -2.024
H: 1.847 -0.228 -1.713
H: 1.437 1.372 -1.099
H: 3.119 0.767 -1.003
H: 2.700 0.999 1.348
H: 1.725 -0.189 2.356
H: 3.337 -0.659 1.510
H: 1.705 -1.358 0.040

[5]
Below is a molecular structure, C41H46P2W, with properties calculated with ωB97M-V/def2-TZVPD.

Calculated values
E_LUMO (spin up / spin down) ... -5.86 / -6.95 eV
Charge ... +2
ΔE to the lowest compared entry with this formula, charge and spin ... 147.60 kcal/mol
Multiplicity ... 3

Positions of all 90 atoms, in Å:
W: -0.093 0.686 -3.053
C: -2.152 1.383 -4.996
C: -2.023 0.068 -4.653
C: -1.474 -0.994 -5.553
C: -0.042 -0.730 -6.116
C: 0.828 0.100 -5.182
C: 0.504 1.420 -4.814
C: -0.027 2.242 -6.030
C: -1.556 1.962 -6.237
C: 1.556 1.221 -0.587
H: -2.743 2.049 -4.382
H: -2.709 -0.309 -3.872
H: -2.162 -1.212 -6.413
H: -1.474 -1.916 -4.942
H: 0.397 -1.727 -6.283
H: -0.158 -0.336 -7.150
H: 1.805 -0.391 -4.934
H: 0.782 1.971 -3.811
H: 0.509 2.014 -6.988
H: 0.088 3.320 -5.871
H: -2.107 2.889 -6.528
H: -1.708 1.294 -7.118
H: 0.643 1.700 -1.221
H: 1.950 2.123 0.040
H: 1.250 0.531 0.206
P: -1.607 -0.931 -1.812
P: 2.519 0.313 -1.783
C: 0.038 -1.489 -2.647
C: 1.440 -0.942 -2.711
C: -2.579 -2.460 -1.371
C: -2.933 -3.429 -2.359
C: -3.621 -4.602 -1.971
C: -3.907 -4.888 -0.628
C: -3.520 -3.940 0.323
C: -2.874 -2.737 -0.011
C: -2.915 0.456 -1.797
C: -2.386 1.714 -2.114
C: -3.261 2.813 -2.173
C: -4.626 2.631 -2.293
C: -5.126 1.349 -2.065
C: -4.292 0.275 -1.746
C: 3.818 -0.785 -1.125
C: 3.476 -2.075 -0.659
C: 4.453 -3.075 -0.610
C: 5.764 -2.806 -0.993
C: 6.117 -1.500 -1.328
C: 5.167 -0.486 -1.370
C: 3.322 1.813 -2.480
C: 3.475 3.005 -1.729
C: 3.723 4.184 -2.423
C: 4.002 4.186 -3.801
C: 4.114 2.946 -4.454
C: 3.856 1.739 -3.785
H: -0.128 -2.521 -3.017
H: 2.139 -1.555 -3.284
H: -2.710 -3.256 -3.450
H: -3.889 -5.339 -2.723
H: -4.348 -5.851 -0.335
H: -3.685 -4.147 1.376
H: -2.596 -1.979 0.762
H: -1.308 2.111 -2.519
H: -2.829 3.820 -2.199
H: -5.320 3.424 -2.566
H: -6.176 1.137 -2.137
H: -4.667 -0.715 -1.475
H: 2.437 -2.325 -0.486
H: 4.176 -4.091 -0.358
H: 6.507 -3.595 -1.049
H: 7.119 -1.267 -1.672
H: 5.407 0.511 -1.710
H: 3.493 2.977 -0.625
H: 3.737 5.113 -1.869
H: 4.181 5.143 -4.331
H: 4.431 2.934 -5.503
H: 4.206 0.768 -4.224
C: 0.488 -0.920 2.648
C: -0.805 -0.156 2.259
C: -2.030 -0.840 2.923
C: -0.717 1.358 2.585
C: -0.965 -0.152 0.816
C: -0.958 -0.119 -0.410
H: 0.532 -0.980 3.741
H: 1.396 -0.393 2.325
H: 0.513 -1.955 2.236
H: -2.124 -0.502 3.964
H: -2.935 -0.546 2.378
H: -1.964 -1.953 2.899
H: 0.133 1.833 2.068
H: -1.647 1.836 2.213
H: -0.617 1.556 3.663

[6]
Below is a gas-phase ion, C3H8ClN4 (charge +1), with properties calculated with ωB97M-V/def2-TZVPD.

Calculated values
E_LUMO ... -6.07 eV
Charge ... +1
ΔE to the lowest compared entry with this formula, charge and spin ... 33.40 kcal/mol
SMILES ... N[C@H]1CC=N[N@@H+](Cl)N1

Positions of all 16 atoms, in Å:
C: -0.895 1.276 1.334
C: -1.069 0.566 -0.043
C: 0.191 -0.207 -0.462
N: 0.164 1.745 1.738
N: 1.329 0.729 -0.165
N: 0.321 -1.523 0.089
N: 1.350 1.487 1.098
Cl: 2.269 0.573 2.551
H: -1.844 1.646 1.766
H: -1.995 -0.049 -0.066
H: -1.205 1.318 -0.741
H: 0.432 -0.090 -1.570
H: 2.296 0.388 -0.237
H: -0.126 -1.756 0.932
H: 0.615 -2.162 -0.539
H: 1.999 2.276 1.084

[7]
Below is 2 unconnected molecules or ions with the total composition C5H15N2, with properties calculated with ωB97M-V/def2-TZVPD.

Calculated values
E_LUMO ... -3.28 eV
Charge ... +1
ΔE to the lowest compared entry with this formula, charge and spin ... 35.01 kcal/mol

Positions of all 22 atoms, in Å:
C: 1.259 0.762 1.144
C: 1.123 1.183 -1.348
C: -0.103 -1.359 -1.725
C: -0.120 -1.714 0.680
C: 0.833 0.315 -0.213
N: -1.817 0.887 1.287
N: 0.238 -0.789 -0.424
H: 1.354 1.776 1.361
H: 0.631 0.247 1.905
H: 2.209 0.347 1.247
H: 0.122 1.414 -1.745
H: 1.550 2.160 -1.090
H: 1.926 0.702 -1.978
H: -0.144 -0.527 -2.359
H: 0.897 -1.899 -1.991
H: -1.093 -1.954 -1.842
H: 0.647 -2.442 0.770
H: -0.223 -1.189 1.639
H: -1.041 -2.190 0.218
H: -2.417 0.337 1.960
H: -2.354 1.020 0.401
H: -1.604 1.807 1.663

[8]
Below is 2 unconnected molecules or ions with the total composition C8H15O2P, with properties calculated with ωB97M-V/def2-TZVPD.

Calculated values
E_LUMO ... -2.59 eV
Charge ... 0
ΔE to the lowest compared entry with this formula, charge and spin ... 276.64 kcal/mol

Positions of all 26 atoms, in Å:
C: 2.356 -0.837 -0.112
C: 1.245 -1.105 0.254
P: -0.319 -1.300 0.981
C: -1.389 -2.170 -0.114
C: -1.514 -1.887 -1.468
C: -1.034 0.264 1.596
C: -0.401 1.535 0.981
C: -1.126 1.974 -0.313
O: -0.472 1.627 -1.505
C: 0.808 2.223 -1.643
H: 3.257 -0.884 -0.677
H: -0.132 -2.128 2.105
H: -1.972 -3.007 0.279
H: -0.698 -2.177 -2.132
H: -2.377 -1.385 -1.901
H: -0.905 0.300 2.680
H: -2.111 0.224 1.419
H: 0.665 1.345 0.851
H: -0.479 2.342 1.710
H: -1.380 3.040 -0.254
H: -2.089 1.457 -0.339
H: 0.925 2.729 -2.599
H: 1.040 2.933 -0.843
H: 1.560 1.432 -1.556
O: 3.623 -3.593 1.350
H: 2.916 -2.952 1.250

[9]
Below is 2 unconnected molecules or ions with the total composition CH3N2S, with properties calculated with ωB97M-V/def2-TZVPD.

Calculated values
E_LUMO (spin up / spin down) ... -8.19 / -8.19 eV
Charge ... +1
ΔE to the lowest compared entry with this formula, charge and spin ... 121.87 kcal/mol

Positions of all 7 atoms, in Å:
C: 0.376 -0.239 -0.425
N: 0.777 -1.420 -0.365
N: -1.060 1.179 0.949
S: 1.795 -0.214 -1.397
H: 0.814 -2.297 0.133
H: -1.949 0.911 0.527
H: -0.754 2.078 0.576

[10]
Below is 10 unconnected molecules or ions with the total composition C30H45F5O30, with properties calculated with ωB97M-V/def2-TZVPD.

Calculated values
E_LUMO ... -0.01 eV
Charge ... 0
ΔE to the lowest compared entry with this formula, charge and spin ... 0.00 kcal/mol
SMILES ... O=C1OC[C@@H](F)O1.O=C1OC[C@@H](F)O1.O=C1OC[C@@H](F)O1.O=C1OC[C@@H](F)O1.O=C1OC[C@@H](F)O1.COC(=O)OC.COC(=O)OC.COC(=O)OC.COC(=O)OC.COC(=O)OC

Positions of all 110 atoms, in Å:
C: 0.108 -0.072 -0.713
C: -0.842 -1.237 -0.383
O: -1.929 -0.592 0.206
C: -1.537 0.642 0.655
O: -2.179 1.318 1.382
O: -0.386 0.992 0.091
F: -0.267 -2.070 0.558
H: 0.030 0.226 -1.755
H: 1.158 -0.268 -0.512
H: -1.038 -1.757 -1.313
C: -0.589 -2.006 -6.236
C: 0.512 -2.420 -5.259
O: 0.004 -2.076 -4.008
C: -1.125 -1.325 -4.149
O: -1.718 -0.818 -3.262
O: -1.446 -1.175 -5.441
F: 1.650 -1.683 -5.533
H: -1.178 -2.841 -6.611
H: -0.214 -1.406 -7.061
H: 0.798 -3.462 -5.374
C: 1.688 -4.213 2.517
C: 2.694 -3.895 1.405
O: 2.911 -5.126 0.785
C: 2.123 -6.095 1.335
O: 2.106 -7.208 0.950
O: 1.417 -5.602 2.363
F: 3.887 -3.478 1.921
H: 0.741 -3.680 2.490
H: 2.165 -3.995 3.474
H: 2.340 -3.179 0.664
C: -4.798 -0.567 1.842
C: -5.238 -1.793 2.637
O: -4.957 -2.833 1.736
C: -5.113 -2.306 0.465
O: -5.192 -2.939 -0.527
O: -5.171 -0.966 0.531
F: -6.599 -1.739 2.785
H: -3.718 -0.448 1.912
H: -5.227 0.345 2.246
H: -4.754 -1.927 3.597
C: 2.561 -0.293 2.015
C: 1.894 -0.157 3.389
O: 2.933 0.296 4.179
C: 4.117 -0.186 3.657
O: 5.134 -0.232 4.230
O: 3.897 -0.619 2.395
F: 1.534 -1.422 3.829
H: 2.548 0.663 1.485
H: 2.181 -1.100 1.398
H: 1.036 0.509 3.360
C: -2.318 -4.423 0.054
O: -2.095 -5.440 1.034
C: -2.442 -6.679 0.638
O: -2.806 -6.981 -0.457
O: -2.412 -7.476 1.707
C: -2.521 -8.873 1.462
H: -3.310 -4.485 -0.380
H: -1.543 -4.323 -0.711
H: -2.208 -3.524 0.658
H: -2.982 -9.343 2.320
H: -1.519 -9.267 1.290
H: -3.061 -9.074 0.537
C: 2.868 7.338 3.387
O: 1.791 6.791 2.625
C: 1.975 5.555 2.157
O: 3.013 4.959 2.195
O: 0.825 5.108 1.674
C: 0.821 3.813 1.081
H: 2.662 8.396 3.495
H: 3.810 7.186 2.863
H: 2.912 6.854 4.362
H: 1.396 3.883 0.158
H: -0.196 3.585 0.783
H: 1.226 3.039 1.729
C: -0.368 2.270 -4.546
O: 0.685 2.036 -5.463
C: 0.363 1.861 -6.742
O: -0.737 1.771 -7.207
O: 1.499 1.707 -7.425
C: 1.389 1.784 -8.844
H: -0.026 2.093 -3.529
H: -1.234 1.641 -4.750
H: -0.691 3.312 -4.569
H: 2.245 2.353 -9.203
H: 0.437 2.180 -9.177
H: 1.528 0.784 -9.268
C: 4.058 4.361 -1.145
O: 4.372 3.243 -2.000
C: 3.423 2.334 -2.099
O: 2.319 2.403 -1.616
O: 3.854 1.355 -2.880
C: 2.916 0.375 -3.313
H: 3.118 4.821 -1.435
H: 4.844 5.092 -1.334
H: 4.120 4.084 -0.095
H: 1.898 0.581 -2.997
H: 3.241 -0.581 -2.901
H: 2.961 0.331 -4.397
C: -1.712 4.145 7.084
O: -2.870 3.466 6.627
C: -3.117 3.336 5.328
O: -3.972 2.604 4.921
O: -2.336 4.118 4.584
C: -2.667 4.171 3.209
H: -1.349 3.663 7.991
H: -1.953 5.177 7.346
H: -0.885 4.135 6.376
H: -1.829 4.653 2.710
H: -3.559 4.754 2.976
H: -2.803 3.180 2.782

[11]
Below is a molecular structure, C16H36Cl30N2O3S, with properties calculated with ωB97M-V/def2-TZVPD.

Calculated values
E_LUMO ... 0.29 eV
Charge ... 0

Positions of all 88 atoms, in Å:
N: -1.451 -1.371 5.678
C: -1.574 -0.077 5.078
O: -2.965 0.324 4.924
S: -4.012 -0.879 5.197
O: -4.275 -0.839 6.619
O: -5.235 -0.007 4.505
N: -6.056 -0.928 3.760
H: -1.432 -1.346 6.687
H: -0.675 -1.902 5.313
H: -1.151 -0.098 4.082
H: -1.118 0.712 5.672
H: -6.846 -1.097 4.379
H: -6.401 -0.361 2.990
C: 2.406 -0.449 1.958
Cl: 2.448 -2.104 2.594
Cl: 0.775 0.000 1.444
H: 2.717 0.228 2.745
H: 3.065 -0.391 1.101
C: 4.085 0.142 -2.146
Cl: 3.106 1.223 -1.145
Cl: 4.333 -1.430 -1.359
H: 3.565 -0.037 -3.078
H: 5.052 0.599 -2.315
C: -2.036 3.458 7.252
Cl: -1.285 2.827 8.723
Cl: -0.829 4.008 6.071
H: -2.627 2.668 6.799
H: -2.650 4.304 7.517
C: -6.146 3.018 8.883
Cl: -5.262 4.260 7.970
Cl: -5.909 1.394 8.238
H: -5.794 3.040 9.907
H: -7.199 3.265 8.827
C: 7.600 1.553 -5.093
Cl: 6.053 1.159 -5.858
Cl: 7.473 1.694 -3.332
H: 8.292 0.757 -5.326
H: 7.940 2.503 -5.485
C: -5.560 2.248 3.154
Cl: -5.881 1.521 1.568
Cl: -4.445 3.615 3.029
H: -6.499 2.607 3.558
H: -5.118 1.491 3.793
C: -0.989 -3.323 1.728
Cl: -2.298 -2.337 2.389
Cl: -0.947 -4.953 2.420
H: -1.147 -3.397 0.659
H: -0.046 -2.836 1.949
C: 10.324 -1.772 -7.158
Cl: 11.331 -1.212 -5.815
Cl: 8.711 -1.048 -7.126
H: 10.817 -1.492 -8.081
H: 10.218 -2.847 -7.082
C: 14.075 -2.030 -8.511
Cl: 14.750 -0.429 -8.217
Cl: 12.759 -1.992 -9.702
H: 14.856 -2.673 -8.897
H: 13.675 -2.411 -7.578
C: -10.322 -1.085 4.065
Cl: -9.025 -1.276 5.250
Cl: -9.706 -0.364 2.581
H: -10.729 -2.061 3.830
H: -11.077 -0.439 4.497
C: -9.600 2.776 0.172
Cl: -10.813 2.741 1.459
Cl: -9.192 1.159 -0.419
H: -10.003 3.345 -0.656
H: -8.696 3.234 0.558
C: 2.726 -2.528 -5.198
Cl: 1.828 -3.140 -6.588
Cl: 3.323 -0.879 -5.456
H: 2.067 -2.521 -4.337
H: 3.581 -3.171 -5.028
C: 7.452 1.497 -10.045
Cl: 8.487 2.121 -8.755
Cl: 5.827 2.187 -9.994
H: 7.905 1.750 -10.996
H: 7.372 0.423 -9.921
C: -2.725 -3.487 -2.520
Cl: -1.111 -3.628 -1.802
Cl: -2.753 -2.360 -3.876
H: -3.021 -4.466 -2.876
H: -3.402 -3.124 -1.755
C: -2.741 1.523 0.255
Cl: -3.390 0.810 1.736
Cl: -2.077 0.310 -0.863
H: -3.552 2.027 -0.258
H: -1.955 2.222 0.517

- Look up the charge of the seventh one.
  +1

- charge of number 7 (C5H15N2)?
  +1

- Which formula does entry 9 have?
  CH3N2S